Record 1
{"formula": "C3H12NO2", "method": "ωB97M-V/def2-TZVPD", "total_charge": 1, "homo_lumo_gap_ha": 0.40364, "lumo_ev": -3.17, "relative_energy_kj_mol": 91.12, "energy_ev": -8883.92970, "elements": ["C", "C", "C", "N", "H", "H", "H", "H", "H", "H", "H", "H", "H", "H", "O", "H", "H", "O"], "xyz": [[-0.22639, -1.11104, 3.10873], [-0.57689, -0.97659, 1.66123], [-0.84577, 0.15180, 1.02401], [-1.13513, 0.19039, -0.41582], [0.81513, -1.41636, 3.14125], [-0.90306, -1.83879, 3.54823], [-0.44348, -0.20752, 3.67284], [-0.64486, -1.90343, 1.13017], [-1.16858, 0.98216, 1.64222], [-1.96891, -0.34506, -0.67558], [-0.28979, -0.18628, -0.96931], [-1.22091, 1.16631, -0.68574], [1.65492, 0.20839, -1.97824], [1.24199, -1.18899, -2.35429], [1.04507, -0.49865, -1.70761], [2.10866, 2.78580, -3.08067], [0.89467, 2.23675, -3.78363], [1.66334, 1.95113, -3.27778]], "forces_ev_per_angstrom": [[-1.035, 0.372, -0.421], [-0.061, 0.179, -0.137], [-0.799, -0.516, 1.317], [0.519, -0.174, 0.084], [0.023, -0.082, 0.485], [0.346, -0.517, 0.070], [0.515, 0.284, -0.089], [0.485, -0.543, -0.522], [0.530, 0.590, -0.614], [0.025, 0.326, 0.033], [-0.343, 0.184, 0.162], [-0.352, -0.017, -0.276], [-0.290, 0.339, 0.051], [-0.241, -0.178, 0.177], [0.630, -0.162, -0.443], [0.157, -0.190, 0.009], [-0.009, -0.180, -0.118], [-0.100, 0.285, 0.231]], "lowdin_charge": [-0.061, -0.125, -0.108, 0.168, 0.094, 0.088, 0.085, 0.116, 0.130, 0.174, 0.090, 0.161, 0.058, 0.095, -0.026, 0.060, 0.052, -0.048]}



Record 2
{"formula": "C3H4N2O2", "method": "ωB97M-V/def2-TZVPD", "total_charge": 0, "homo_lumo_gap_ha": 0.38594, "lumo_ev": 0.88, "relative_energy_kj_mol": 196.88, "energy_ev": -10250.22460, "smiles": "Cn1ncoc1=O", "elements": ["C", "N", "N", "C", "O", "C", "O", "H", "H", "H", "H"], "xyz": [[-1.53767, -0.28222, 0.02089], [-0.15603, -0.11936, 0.43200], [0.65762, -1.14489, -0.00995], [1.73441, -0.55034, -0.33265], [1.79040, 0.76484, -0.02255], [0.51574, 1.08370, 0.44062], [0.16034, 2.17945, 0.77193], [-1.56251, -0.83581, -0.92723], [-2.06819, -0.84705, 0.78254], [-1.97950, 0.70333, -0.12659], [2.44539, -0.95165, -1.02900]], "forces_ev_per_angstrom": [[-0.285, 0.033, 0.172], [-0.099, 0.084, 0.330], [0.215, 0.339, -0.869], [0.045, -0.190, -0.186], [-0.127, 0.092, -0.180], [-0.323, 0.132, 0.053], [0.150, -0.480, -0.244], [0.019, 0.189, 0.278], [-0.249, 0.069, -0.059], [-0.014, -0.081, 0.193], [0.668, -0.187, 0.511]], "lowdin_charge": [-0.014, -0.105, 0.119, -0.169, 0.118, -0.486, 0.130, 0.092, 0.086, 0.095, 0.134]}



Record 3
{"formula": "C16H27F2NO7", "method": "ωB97M-V/def2-TZVPD", "total_charge": 0, "homo_lumo_gap_ha": 0.34468, "lumo_ev": 0.60, "energy_ev": -38280.81852, "smiles": "O=C1OC[C@@H](F)O1.O=C1OC[C@@H](F)O1.C=CCCOCCNCC(C)C", "elements": ["O", "C", "O", "C", "C", "F", "O", "H", "H", "H", "O", "C", "O", "C", "C", "F", "O", "H", "H", "H", "C", "C", "C", "C", "O", "C", "C", "N", "C", "C", "C", "C", "H", "H", "H", "H", "H", "H", "H", "H", "H", "H", "H", "H", "H", "H", "H", "H", "H", "H", "H", "H", "H"], "xyz": [[2.51868, -3.88813, -0.49920], [2.41514, -4.05766, -1.70270], [1.24323, -3.93181, -2.39716], [1.57177, -4.07612, -3.76434], [2.84589, -4.84780, -3.71097], [3.65213, -4.51966, -4.74536], [3.45082, -4.40300, -2.51804], [1.69508, -3.08538, -4.21446], [0.78417, -4.61037, -4.30253], [2.71146, -5.93407, -3.67282], [-5.91516, 2.44771, 4.53497], [-6.13500, 1.91258, 3.46111], [-5.17486, 1.65590, 2.52104], [-5.80773, 0.91771, 1.49512], [-7.23971, 1.29709, 1.66005], [-8.05282, 0.27703, 1.30511], [-7.36784, 1.50462, 3.04836], [-5.63148, -0.15121, 1.65554], [-5.41454, 1.19458, 0.51322], [-7.52749, 2.20753, 1.12357], [-0.70614, 2.08845, 3.64522], [-1.48992, 2.12712, 2.36675], [-1.87583, 0.78444, 1.50210], [-1.28611, 0.86232, -0.05775], [-0.97747, -0.52605, -0.45776], [0.37312, -0.55743, -1.04037], [1.47791, -0.65591, 0.21066], [2.86249, -0.92340, -0.33511], [3.89683, 0.05920, 0.16758], [3.83183, 1.54800, -0.52963], [3.38604, 1.53968, -2.11259], [2.92444, 2.57202, 0.40767], [-0.14975, 3.07318, 3.96394], [-0.63447, 1.14991, 4.34735], [-1.85035, 3.18433, 1.95253], [-3.04565, 0.71078, 1.45734], [-1.44202, -0.22114, 1.95099], [-0.32714, 1.54277, -0.02539], [-2.10647, 1.29721, -0.80676], [0.42949, -1.55174, -1.69544], [0.56807, 0.41121, -1.69142], [1.38210, 0.29720, 0.88309], [1.12715, -1.56979, 0.89289], [3.12352, -1.87821, 0.05630], [3.92845, 0.15575, 1.34927], [4.95844, -0.40019, -0.12851], [4.93656, 1.99895, -0.49942], [3.67803, 0.49911, -2.58740], [4.04965, 2.34397, -2.69383], [2.22943, 1.78689, -2.26305], [3.18488, 3.70442, 0.26293], [1.76617, 2.38680, 0.18687], [3.15500, 2.25061, 1.53043]], "forces_ev_per_angstrom": [[-0.287, -0.466, -2.812], [0.051, 0.708, 3.009], [0.853, -0.202, 0.779], [-1.008, 0.211, -0.797], [0.674, -0.029, -0.543], [0.175, -0.168, -0.167], [-0.889, -0.117, 0.438], [0.237, -0.164, -0.007], [0.031, 0.083, 0.266], [0.161, 0.083, -0.112], [-0.529, -1.390, -2.691], [0.953, 1.406, 3.092], [-0.653, 0.374, 0.718], [0.812, -0.380, -0.877], [-0.721, -0.391, -0.128], [-0.279, -0.023, -0.161], [0.726, 0.444, -0.177], [-0.276, 0.067, -0.020], [0.058, 0.068, 0.239], [-0.135, -0.163, 0.006], [-2.089, 0.628, -3.587], [2.091, -0.744, 3.163], [-0.391, 0.554, -0.011], [-0.729, 0.117, 1.100], [1.322, 2.295, -0.487], [0.750, -0.690, 0.476], [-1.525, -0.647, -0.126], [0.083, 0.033, 2.139], [1.536, -0.025, -0.376], [0.269, 0.839, 0.372], [0.692, 0.098, -0.071], [-0.085, -0.955, 0.097], [-1.640, -2.031, -0.338], [0.174, 1.810, -1.956], [1.268, -2.477, 0.711], [2.249, -0.013, 0.081], [-0.848, 2.331, -0.719], [-1.865, -1.355, -0.287], [1.853, -0.782, 1.620], [-0.005, 2.303, 1.421], [-0.341, -2.094, 1.178], [0.391, -1.653, -1.325], [0.637, 1.937, -1.539], [-0.299, 1.738, -0.900], [-0.258, -0.009, -2.256], [-2.284, 0.918, 0.562], [-2.311, -1.155, 0.040], [-0.897, 2.054, 0.987], [-1.682, -1.589, 1.293], [2.624, -0.656, 0.310], [-0.504, -2.230, 0.154], [2.518, 0.553, 0.553], [-0.660, 0.946, -2.332]], "lowdin_charge": [0.128, -0.492, 0.061, -0.075, -0.331, 0.082, 0.147, 0.151, 0.146, 0.178, 0.150, -0.498, 0.053, -0.093, -0.332, 0.081, 0.144, 0.151, 0.143, 0.178, -0.038, -0.156, -0.160, -0.200, -0.234, -0.168, -0.177, -0.101, -0.228, -0.364, -0.119, -0.118, 0.056, 0.066, 0.112, 0.079, 0.129, 0.100, 0.138, 0.129, 0.112, 0.105, 0.140, 0.090, 0.120, 0.128, 0.131, 0.079, 0.083, 0.072, 0.079, 0.061, 0.082]}



Record 4
{"formula": "C5H5O4", "method": "ωB97M-V/def2-TZVPD", "total_charge": -1, "homo_lumo_gap_ha": 0.28549, "lumo_ev": 3.92, "relative_energy_kj_mol": 369.22, "energy_ev": -13453.61010, "elements": ["C", "C", "C", "C", "C", "O", "O", "O", "O", "H", "H", "H", "H", "H"], "xyz": [[-0.97592, -0.13827, 0.25273], [-1.61175, 0.91636, -0.33335], [0.21278, -0.76422, -0.25690], [1.43812, -0.01223, -0.73341], [2.31295, 0.28971, 0.41543], [-2.82050, 1.21720, -0.24041], [0.23500, -2.01897, -0.22217], [-1.83131, -1.03140, 0.92694], [1.70787, 0.64099, 1.53193], [2.06250, -0.70928, -1.34913], [1.29225, 0.89476, -1.42211], [-0.86168, 1.79501, -0.59405], [-1.80564, -1.87789, 0.52157], [0.64532, 0.79822, 1.50294]], "forces_ev_per_angstrom": [[0.521, -2.649, 0.705], [-0.485, 4.414, 0.790], [-1.372, -1.065, -0.351], [-0.152, -0.279, -1.891], [0.425, 0.963, 1.825], [0.889, -0.376, -0.744], [0.900, 0.831, -0.108], [-0.157, 1.603, 0.628], [-1.559, 0.558, -0.728], [-0.693, 0.424, 0.330], [-0.058, -0.974, 1.309], [-0.855, -1.319, -0.521], [0.527, -1.195, -0.708], [2.069, -0.937, -0.536]], "lowdin_charge": [-0.329, -0.344, -0.428, -0.191, -0.127, -0.081, -0.019, -0.006, -0.057, 0.105, 0.139, 0.125, 0.055, 0.157]}



Record 5
{"formula": "C4H8N2O4", "method": "ωB97M-V/def2-TZVPD", "total_charge": 0, "homo_lumo_gap_ha": 0.37851, "lumo_ev": 0.14, "relative_energy_kj_mol": 377.66, "energy_ev": -15444.93381, "elements": ["N", "C", "C", "O", "C", "O", "N", "C", "O", "H", "H", "H", "H", "H", "H", "O", "H", "H"], "xyz": [[-0.97238, 0.20146, 5.46435], [-0.73449, -0.24893, 4.11362], [0.76688, -0.39114, 3.88310], [1.18130, -1.20534, 2.79611], [0.55258, -1.58022, 1.69556], [1.05777, -2.39994, 0.96784], [-1.28323, -1.90852, 2.43719], [-1.42532, -1.56416, 3.74654], [-1.97774, -2.28062, 4.56300], [-1.91372, 0.56700, 5.56655], [-0.86924, -0.56597, 6.12426], [-1.11450, 0.51936, 3.42260], [1.21133, 0.60290, 3.75000], [1.23013, -0.85186, 4.76735], [-1.49361, -2.85796, 2.15401], [-0.35390, -0.23774, 0.79539], [-1.48495, -0.80759, 1.49700], [-0.27249, 0.55949, 1.33086]], "forces_ev_per_angstrom": [[0.175, 0.119, 0.031], [-0.727, -0.065, -0.331], [0.193, 0.521, 0.324], [0.165, 0.384, -0.246], [0.961, -1.343, -0.901], [-2.389, 1.983, 0.971], [0.543, 2.105, -2.918], [-0.408, -1.056, 0.894], [0.342, 0.549, -0.046], [0.163, -0.131, -0.022], [-0.105, 0.046, -0.187], [0.017, -0.123, 0.178], [-0.087, -0.191, 0.082], [-0.185, 0.099, -0.277], [-0.482, 0.022, 0.304], [-0.876, -1.510, 1.697], [2.361, -1.760, 0.523], [0.340, 0.351, -0.074]], "lowdin_charge": [0.062, -0.321, -0.102, 0.029, -0.428, 0.140, 0.100, -0.491, 0.084, 0.088, 0.088, 0.144, 0.138, 0.146, 0.124, -0.113, 0.275, 0.037]}



Record 6
{"formula": "O2", "method": "ωB97M-V/def2-TZVPD", "total_charge": 0, "homo_lumo_gap_ha": 0.26472, "lumo_ev": -5.98, "relative_energy_kj_mol": 681.83, "energy_ev": -4082.71248, "elements": ["O", "O"], "xyz": [[0.00049, -0.67032, 0.75928], [-0.00049, 0.67032, -0.75928]], "forces_ev_per_angstrom": [[-0.004, 5.094, -5.770], [0.004, -5.094, 5.770]], "lowdin_charge": [0.000, 0.000]}